ORCA calculation (ωB97M-V with the def2-TZVPD basis set) on a molecular structure, C24H43NO2P2Pb at a distorted geometry.

Geometry as XYZ:
```
73
Properties=species:S:1:pos:R:3:forces:R:3:lowdin_charge:R:1
Pb 3.004 -0.736 0.109 0.8286 0.7542 -0.1177 1.590
C 4.364 2.042 1.805 0.1031 0.2959 0.1495 -0.170
C 3.200 2.363 2.544 -1.0622 -1.1711 1.1258 -0.195
C 3.657 0.149 2.905 1.7241 -0.5630 -1.0712 -0.285
C 4.667 0.674 2.039 -0.9566 -1.7537 -0.3734 -0.309
C 2.762 1.199 3.220 -0.2710 2.6600 -0.4506 -0.195
C 5.154 2.993 0.998 0.0197 0.2268 -0.4695 0.005
H 4.502 3.780 0.606 0.1487 -0.0084 0.0788 0.081
H 5.631 2.508 0.140 0.0568 0.0348 0.2189 0.071
H 5.942 3.500 1.579 -0.2034 -0.2333 -0.0326 0.123
C 5.911 -0.048 1.666 0.8826 -0.2448 0.1914 -0.053
H 6.510 0.497 0.929 -0.2056 -0.1491 0.0549 0.086
H 5.745 -1.062 1.269 0.0328 0.2227 0.0475 0.069
H 6.551 -0.181 2.557 -0.1442 0.0285 -0.2617 0.108
C 3.658 -1.219 3.483 -0.2081 -0.3694 0.2613 -0.033
H 4.394 -1.284 4.304 -0.1897 -0.0419 -0.2862 0.121
H 3.915 -2.004 2.754 0.1787 0.2293 0.1590 0.069
H 2.680 -1.494 3.898 0.2524 0.1447 -0.0227 0.085
C 1.613 1.107 4.151 -0.3775 -0.1108 0.1992 -0.015
H 1.902 1.346 5.189 -0.0279 -0.0947 -0.3127 0.113
H 1.190 0.096 4.153 0.0166 0.1753 0.0979 0.080
H 0.814 1.805 3.879 0.1466 -0.0646 0.0704 0.074
C 2.552 3.689 2.620 -0.2769 0.6272 0.1293 -0.026
H 2.841 4.242 3.531 -0.0778 -0.1819 -0.2906 0.109
H 1.460 3.587 2.643 0.1753 0.1347 0.0246 0.070
H 2.814 4.324 1.766 -0.0642 -0.0875 0.2229 0.069
C 1.843 0.924 -1.826 0.3631 0.0214 -0.2981 -0.230
C 2.176 2.149 -1.349 0.4086 -0.2194 -0.5555 -0.085
C 1.264 3.251 -0.929 -0.2223 0.2607 0.6181 -0.142
C -0.103 2.802 -0.348 -0.1835 0.6949 -0.2506 -0.162
C 0.002 1.732 0.695 -0.1185 -0.5488 0.4043 -0.090
C -0.043 0.407 0.486 -0.2615 0.0096 0.4363 -0.173
C -0.239 -0.279 -0.846 -0.2695 -0.1587 -0.0755 -0.234
C 0.455 0.367 -2.063 -0.1779 -0.2091 -0.6507 -0.202
H 1.115 3.958 -1.774 0.0473 -0.5052 0.2846 0.147
H -0.784 2.535 -1.171 0.2146 -0.0660 0.3803 0.108
H 1.789 3.861 -0.172 -0.1543 -0.2690 -0.2296 0.100
H -0.210 1.107 -2.532 0.3360 -0.0136 0.2743 0.109
H 2.640 0.332 -2.323 -0.2709 0.5967 0.4191 0.073
H 3.237 2.437 -1.374 -0.3826 -0.3611 -0.0708 0.104
H 0.573 -0.406 -2.843 -0.1264 0.2156 0.3178 0.116
H 0.058 -1.342 -0.775 0.0025 0.3617 0.1006 0.093
H -0.069 -0.269 1.361 0.1090 0.4723 -0.3717 0.108
H -1.326 -0.322 -1.058 0.3595 -0.0335 0.1230 0.085
H -0.560 3.679 0.143 0.1582 -0.2390 -0.2977 0.126
H 0.053 2.092 1.735 0.1129 -0.3041 -0.5328 0.097
P -3.781 -1.856 -2.306 -1.2086 0.4880 -1.7361 0.920
P -5.505 -3.412 -0.297 -2.5590 -0.3910 -1.2940 0.947
C -5.491 -2.336 -2.900 -0.1378 -0.2253 0.4617 -0.407
C -6.041 -3.511 -2.089 0.7035 0.0546 -0.1661 -0.421
H -5.412 -2.598 -3.964 -0.0503 0.1586 0.2594 0.091
H -6.145 -1.456 -2.810 0.2277 -0.2216 0.0216 0.088
H -7.139 -3.534 -2.110 0.2664 -0.1163 0.0916 0.096
H -5.666 -4.466 -2.488 -0.1164 0.2295 0.1070 0.091
C -6.179 -5.037 0.238 1.0245 -0.2568 0.5300 -0.260
H -6.143 -5.089 1.333 -0.0868 -0.1320 -0.2219 0.055
H -5.558 -5.841 -0.172 -0.2023 0.0742 0.1428 0.052
H -7.215 -5.156 -0.104 0.2528 0.2378 -0.0131 0.069
C -6.900 -2.367 0.322 0.7990 0.5937 0.5298 -0.254
H -7.862 -2.768 -0.022 0.3749 -0.0474 0.0008 0.065
H -6.783 -1.332 -0.020 -0.1194 -0.1784 0.1196 0.044
H -6.872 -2.376 1.420 -0.1216 0.1147 -0.2443 0.054
C -2.827 -2.343 -3.807 0.6391 -0.4158 0.5767 -0.256
H -1.798 -1.970 -3.714 -0.2038 -0.1395 -0.1511 0.036
H -3.295 -1.927 -4.710 0.0430 -0.0117 0.3524 0.066
H -2.796 -3.438 -3.879 0.0503 0.2624 -0.0706 0.055
C -3.885 -0.042 -2.607 0.3309 0.0859 0.7496 -0.262
H -4.550 0.411 -1.860 0.1649 -0.0166 -0.2155 0.051
H -4.275 0.155 -3.614 0.1112 -0.1707 0.2167 0.069
H -2.887 0.403 -2.499 -0.3022 0.0089 -0.1093 0.023
O 6.091 0.969 -1.955 -3.0288 -1.6456 0.5848 0.011
N 4.920 0.646 -1.806 2.3202 0.9887 -0.2725 -0.195
O 4.689 -0.614 -1.351 0.3836 0.5062 0.3819 -0.418
```
Positions in Å, forces in eV/Å.

As for the total energy: -54975.823 eV. For the HOMO-LUMO gap (spin up / spin down), the calculation gives 5.9 / 4.0 eV. Its total charge is +2.